# 1
{"formula": "C2H2N2O", "method": "wB97M-V/def2-TZVPD", "smiles": "c1ncon1", "homo_ha": -0.40990, "energy_ha": -262.11791, "homo_lumo_gap_ev": 12.18, "de_lowest_kj_mol": 120.8, "max_force_ev_per_a": 1.37, "total_charge": 0, "elements": ["C", "N", "C", "O", "N", "H", "H"], "coordinates": [[-0.8209, 0.3118, 0.5725], [-0.6999, -0.5356, -0.5133], [0.5666, -0.4617, -0.7481], [1.2364, 0.3315, 0.0739], [0.3066, 0.8102, 1.0191], [-1.7157, 0.5449, 1.1192], [1.1269, -1.0011, -1.5233]], "mulliken_charge": [-0.057, -0.469, 0.189, -0.129, -0.260, 0.363, 0.363]}

---

# 2
{"formula": "C2H2N2O2", "method": "wB97M-V/def2-TZVPD", "homo_ha": [-0.29294, -0.32465], "energy_ha": -337.18406, "homo_lumo_gap_ev": [7.03, 7.83], "de_lowest_kj_mol": 631.1, "max_force_ev_per_a": 4.68, "total_charge": 0, "elements": ["C", "C", "N", "N", "O", "O", "H", "H"], "coordinates": [[-0.6440, 0.0806, -0.9762], [0.7448, 0.3486, -0.5228], [-1.4580, -0.1728, -0.0649], [-0.0698, -0.1570, 1.7205], [-0.1565, -1.0947, 2.4022], [1.1110, -0.1486, 0.5495], [-0.9516, 0.0882, -2.0887], [1.4241, 1.0558, -1.0195]], "mulliken_charge": [0.033, 0.012, -0.474, 0.297, -0.258, -0.291, 0.313, 0.368]}

---

# 3
{"formula": "C2H2N2O2", "method": "wB97M-V/def2-TZVPD", "homo_ha": [-0.44304, -0.44295], "energy_ha": -337.12865, "homo_lumo_gap_ev": [8.71, 8.71], "de_lowest_kj_mol": 776.6, "max_force_ev_per_a": 7.70, "total_charge": 0, "elements": ["C", "C", "N", "N", "O", "O", "H", "H"], "coordinates": [[-0.0173, 1.2280, 1.3920], [0.0625, -0.7725, 0.1193], [-0.3960, 2.0955, 1.9930], [0.1472, -0.2778, -1.2265], [-0.8847, 0.0455, -1.7385], [1.2477, -0.1860, -1.6918], [0.8166, -1.3440, 0.4858], [-0.9760, -0.7885, 0.6666]], "mulliken_charge": [0.049, -0.452, -0.300, 0.908, -0.468, -0.489, 0.379, 0.373]}